[1]
ORCA calculation (ωB97M-V/def2-TZVPD) on one molecule with the formula C3H8N2O2.

CARTESIAN COORDINATES (ANGSTROEM)
N 2.311 0.934 -0.194
C 0.951 0.830 -0.272
O 0.222 1.727 0.133
N 0.526 -0.381 -0.840
C -0.855 -0.824 -0.606
C -1.291 -0.724 0.866
O -1.867 0.512 1.184
H 2.621 1.607 0.493
H 2.832 0.073 -0.237
H 0.774 -0.363 -1.827
H -0.895 -1.872 -0.930
H -1.582 -0.252 -1.196
H -0.436 -0.977 1.523
H -2.066 -1.475 1.053
H -1.243 1.184 0.849

The calculated total energy is -10316.3713 eV. For the HOMO energy, the calculation gives -9.72 eV. The SMILES is NC(=O)NCCO. The multiplicity is 1. For the LUMO energy, the calculation gives 0.8 eV. For the gap between HOMO and LUMO, the calculation gives 10.5 eV.

Atom charges from the Löwdin analysis, given in e for atoms 1 to 8:
1. N 0.159
2. C -0.576
3. O 0.054
4. N 0.026
5. C -0.171
6. C -0.271
7. O -0.082
8. H 0.111

***

[2]
ORCA calculation (ωB97M-V/def2-TZVPD) on C4H5N3O3S as an isolated structure at a distorted geometry.

CARTESIAN COORDINATES (ANGSTROEM)
C 0.619 0.919 0.421
C -0.291 1.874 -0.252
C 0.042 -0.679 -0.523
C -0.097 -1.513 0.731
N -1.282 1.080 -1.013
N -1.091 -0.109 -1.119
N 0.185 -0.729 1.908
O 0.447 0.508 1.661
O 3.174 -0.100 0.524
O 3.007 2.355 0.521
S 2.663 1.099 -0.110
H -0.863 2.499 0.435
H 0.216 2.517 -0.972
H 0.770 -1.023 -1.247
H 0.614 -2.343 0.727
H -1.103 -1.926 0.875

The calculated total energy is -25669.9280 eV. For the HOMO energy (alpha / beta), the calculation gives -9.47 / -9.48 eV. The multiplicity is 1. For the LUMO energy (alpha / beta), the calculation gives -2.5 / -0.7 eV. For the gap between HOMO and LUMO (alpha / beta), the calculation gives 7.0 / 8.8 eV.

Atom charges from the Löwdin analysis, given in e for atoms 1 to 8:
1. C -0.331
2. C -0.142
3. C -0.146
4. C -0.155
5. N 0.043
6. N 0.019
7. N 0.090
8. O -0.027